65
Properties=species:S:1:pos:R:3:mulliken_charge:R:1 method="wB97M-V/def2-TZVPD" total_charge=-1 e_homo_ev="-5.452 / -5.453" multiplicity=5
Pm 0.31 -0.09 -0.25 0.95
O -1.01 2.21 0.52 -0.34
C -2.10 2.55 -0.33 -0.60
C -1.69 2.56 -1.80 -1.22
N -0.91 1.39 -2.22 1.08
C 0.20 1.82 -3.08 -0.02
C 1.37 2.36 -2.20 0.15
O 2.26 2.99 -2.76 -0.89
O 1.26 2.09 -0.96 -0.51
C -1.69 0.35 -2.91 -0.80
C -0.76 -0.86 -3.18 0.40
O -0.69 -1.31 -4.33 -0.79
O -0.10 -1.27 -2.17 -0.53
H -0.20 2.60 0.15 0.39
H -2.89 1.83 -0.14 0.26
H -2.46 3.55 -0.07 0.47
H -2.59 2.66 -2.43 0.39
H -1.07 3.44 -1.96 0.43
H 0.58 0.97 -3.64 -0.21
H -0.11 2.58 -3.81 0.29
H -2.50 0.03 -2.26 0.44
H -2.10 0.72 -3.86 0.45
N -0.69 -1.90 1.56 -0.33
C -1.51 -0.92 2.28 1.10
C -2.35 -1.50 3.44 -1.20
C -1.71 -1.51 4.84 -0.18
C -2.07 -0.25 5.66 -1.40
N -1.79 1.07 5.12 -0.17
C -0.53 1.59 5.06 0.75
N 0.51 1.13 5.69 -0.92
N -0.44 2.76 4.36 -0.56
C -2.43 -0.21 1.23 0.09
O -3.41 0.41 1.65 -0.79
O -2.05 -0.33 0.03 -0.61
H -1.26 -2.70 1.31 0.29
H 0.09 -2.21 2.12 0.22
H -0.83 -0.15 2.65 -0.09
H -2.62 -2.52 3.13 0.46
H -3.28 -0.93 3.50 0.40
H -0.62 -1.63 4.74 0.14
H -2.10 -2.35 5.42 0.40
H -1.59 -0.31 6.64 0.40
H -3.15 -0.26 5.82 0.45
H -2.42 1.37 4.39 0.30
H 0.30 0.34 6.28 0.25
H 1.69 -0.24 3.86 0.36
H -1.03 2.84 3.54 0.24
H 0.52 3.01 4.15 0.32
O 3.52 0.15 1.90 -0.57
S 2.18 -0.32 1.78 0.86
O 1.17 0.75 1.58 -0.35
O 1.91 -1.37 0.81 -0.50
O 1.77 -0.98 3.17 -0.48
S 3.00 -0.42 -1.71 -0.42
C 2.82 -0.34 -3.37 -0.15
N 2.33 -1.32 -4.15 0.00
C 2.17 -0.90 -5.53 -0.35
C 2.78 0.52 -5.53 -0.49
N 3.24 0.68 -4.16 -0.10
H 1.68 -1.98 -3.74 0.33
H 1.12 -0.91 -5.81 0.15
H 2.73 -1.57 -6.19 0.38
H 2.04 1.28 -5.79 0.24
H 3.62 0.60 -6.22 0.35
H 3.33 1.60 -3.74 0.36